1.
Computed, not measured: a cluster of 2 separate species, C2H2ClI in total, with ωB97M-V/def2-TZVPD.

Positions of all 6 atoms, in Å:
C 0.0671 -0.5844 -0.4690
C -0.0860 0.3876 0.4648
Cl 0.5855 -0.2468 -1.9690
I -0.7793 0.1225 2.4150
H -0.1407 -1.5223 -0.1341
H 0.3533 1.8433 -0.3077

The LUMO energy comes out at -0.2 eV. The calculation puts the HOMO-LUMO gap at 8.9 eV. The value obtained for the molar mass is 188.40 g mol⁻¹. Its HOMO energy is -9.06 eV. Its total energy is -22725.690 eV.

Atom charges from the Mulliken analysis, given in e for atoms 1 to 2: number 1, C, carries 0.0529; number 2, C, carries -0.6109



2.
Computed, not measured: the molecule C3H7NOS, with ωB97M-V/def2-TZVPD.

Positions of all 13 atoms, in Å:
O 1.7205 1.2822 0.9089
C 1.2734 0.0941 0.9462
C 0.1114 -0.4597 0.1596
C -0.7426 0.7237 -0.4428
S -1.8433 1.3890 0.8445
N 0.6173 -1.3231 -0.7907
H 1.8461 -0.8469 1.2954
H -0.5072 -1.1698 0.7362
H -1.3974 0.2882 -1.2289
H 0.0032 1.4210 -0.7979
H -3.0211 1.5293 0.2617
H 0.9226 -0.8062 -1.5255
H 1.0170 -2.1219 -0.3667

The LUMO energy comes out at 0.6 eV. The calculation puts the HOMO-LUMO gap at 9.7 eV. The value obtained for the molar mass is 105.16 g mol⁻¹. The SMILES is N[C@@H](C=O)CS. Its HOMO energy is -9.04 eV. Its total energy is -17595.577 eV.

Atom charges from the Mulliken analysis, given in e for atoms 1 to 2: number 1, O, carries -0.4976; number 2, C, carries 0.1450



3.
Computed, not measured: a cluster of 2 separate species, C3H7NO in total, with ωB97M-V/def2-TZVPD.

Positions of all 12 atoms, in Å:
C -2.1100 -0.2491 -0.3343
N -0.9420 0.1368 -1.0732
C 0.0488 -0.3232 -1.5700
O 1.0508 -0.6536 -2.0921
C 1.8452 0.4203 1.0985
H -2.3608 -1.3010 -0.5003
H -2.9518 0.3704 -0.6506
H -1.9496 -0.0862 0.7360
H 0.8288 0.0714 0.9024
H 2.0203 1.3406 0.5360
H 2.5612 -0.3406 0.7803
H 1.9590 0.6142 2.1674

The LUMO energy comes out at 0.7 eV. The calculation puts the HOMO-LUMO gap at 11.1 eV. The value obtained for the molar mass is 73.09 g mol⁻¹. The SMILES is CN=C=O.C. Its HOMO energy is -10.38 eV. Its total energy is -6761.829 eV.

Atom charges from the Mulliken analysis, given in e for atoms 1 to 2: number 1, C, carries -0.6328; number 2, N, carries -0.3218



4.
Computed, not measured: a cluster of 2 separate species, C16H9FNO5 in total, with ωB97M-V/def2-TZVPD.

Positions of all 32 atoms, in Å:
O 4.6177 -1.9899 0.8567
C 4.4387 -1.3230 -0.1910
F 3.7776 -1.9683 -1.2958
N 4.8221 0.0666 -0.3773
C 3.8509 0.7863 -1.2847
O 4.2957 1.1586 -2.3879
C 2.3516 0.9773 -0.7633
C 2.0244 2.0168 0.3757
C 0.5561 2.1767 0.9272
C -0.5750 1.2977 0.3272
C -0.2517 0.2657 -0.8276
C 1.2039 0.0946 -1.3875
C -1.4924 -0.6196 -1.3598
O -1.6988 -0.8501 -2.5864
C -2.4758 -1.1438 -0.1873
C -3.0777 -2.5673 -0.1205
C -3.9999 -2.9153 1.1029
C -4.3637 -1.8670 2.2210
C -3.7515 -0.4192 2.1510
C -2.8052 -0.1074 0.9573
C -2.1022 1.3462 0.8506
O -2.7030 2.4246 1.1215
H 4.8869 0.5735 0.5219
H 2.8078 2.6949 0.8544
H 0.2720 2.8892 1.7706
H 1.4389 -0.6497 -2.2259
H -2.8548 -3.3468 -0.9193
H -4.4673 -3.9580 1.2590
H -5.0605 -2.1542 3.0931
H -4.0000 0.3683 2.9557
O 1.7504 3.5767 -2.8232
H 2.5847 3.1658 -2.6082

The LUMO energy comes out at 1.0 eV. The calculation puts the HOMO-LUMO gap at 3.5 eV. The value obtained for the molar mass is 314.25 g mol⁻¹. As for the total charge: -1. Its HOMO energy is -2.50 eV. Its total energy is -31172.636 eV.

Atom charges from the Mulliken analysis, given in e for atoms 1 to 2: number 1, O, carries -0.5200; number 2, C, carries 0.6369



5.
Computed, not measured: a cluster of 2 separate species, C4H12O4 in total, with ωB97M-V/def2-TZVPD.

Positions of all 20 atoms, in Å:
C 1.0444 2.7719 0.8495
C 0.8343 1.2311 1.1885
O -0.5836 0.8230 1.2778
O -0.0127 3.5895 1.2491
H 1.1200 2.9269 -0.2267
H 1.9755 3.0949 1.3151
H 1.2476 0.9972 2.1697
H 1.3399 0.6784 0.3968
H -0.7774 -0.0772 1.5493
H -0.5893 2.9188 1.6220
C -0.7597 -1.2852 -1.6188
C -0.6099 -2.4972 -0.6552
O -0.3683 -2.0201 0.6942
O -0.6423 -1.5560 -2.9712
H -0.1184 -0.4432 -1.3582
H -1.7821 -0.9602 -1.4262
H 0.1731 -3.0706 -1.1514
H -1.4354 -3.2019 -0.7559
H -0.1750 -2.8184 1.1910
H 0.1190 -1.1017 -3.3395

The LUMO energy comes out at 0.5 eV. The calculation puts the HOMO-LUMO gap at 10.4 eV. The value obtained for the molar mass is 124.14 g mol⁻¹. The SMILES is OCCO.OCCO. Its HOMO energy is -9.91 eV. Its total energy is -12530.610 eV.

Atom charges from the Mulliken analysis, given in e for atoms 1 to 2: number 1, C, carries -0.3929; number 2, C, carries -0.2384



6.
Computed, not measured: the ion C3H9N2S with charge -1, with ωB97M-V/def2-TZVPD.

Positions of all 15 atoms, in Å:
N 0.5323 1.3387 -0.5734
C 0.2878 0.0536 0.0766
C 1.2112 -1.0507 -0.4254
S 2.8914 -0.8548 0.3121
C -1.2116 -0.3269 0.1208
N -2.0011 0.7777 0.6649
H 1.5014 1.5584 -0.3154
H 0.6221 1.1897 -1.5675
H 0.5794 0.1282 1.1290
H 0.8085 -2.0313 -0.1153
H 1.3388 -1.1305 -1.5068
H -1.6286 -0.5655 -0.8632
H -1.1763 -1.2804 0.6541
H -1.4348 1.6038 0.8041
H -2.3205 0.5899 1.6052

The LUMO energy comes out at 4.1 eV. The calculation puts the HOMO-LUMO gap at 6.6 eV. The value obtained for the molar mass is 105.19 g mol⁻¹. The SMILES is NC[C@H](N)C[S-]. As for the total charge: -1. Its HOMO energy is -2.47 eV. Its total energy is -17073.091 eV.

Atom charges from the Mulliken analysis, given in e for atoms 1 to 2: number 1, N, carries -0.7042; number 2, C, carries 0.1471



7.
Computed, not measured: a structure of composition C10H21NO7PtS, with ωB97M-V/def2-TZVPD.

Positions of all 41 atoms, in Å:
Pt -0.5440 0.6517 -2.2970
C 3.1756 -0.9967 0.3768
C 2.8504 0.1655 -0.5117
C 3.9683 1.0029 -1.0434
O 1.7537 0.8639 -0.0864
C 2.2577 -0.9034 -2.1350
O 3.2402 -1.3287 -2.6144
O 1.0251 -0.9510 -2.1728
H 3.6049 -0.6068 1.3053
H 3.9142 -1.6481 -0.0830
H 2.2858 -1.5724 0.6345
H 4.4718 1.5008 -0.2071
H 3.6022 1.7771 -1.7211
H 4.7062 0.3967 -1.5599
H 1.9065 1.8047 -0.2609
C -0.4246 -3.5901 1.2408
C -1.8648 -3.1915 0.9435
C -2.2104 -1.7909 1.4219
S -0.9927 -0.5886 0.7595
O -1.3189 -0.5244 -0.7159
C -1.4688 1.0418 1.4629
C -2.8922 1.4484 1.0735
C -3.1291 2.8762 1.5616
H -0.2338 -4.6174 0.9412
H -0.1814 -3.4892 2.3003
H 0.2712 -2.9484 0.6822
H -2.5442 -3.8933 1.4345
H -2.0753 -3.2834 -0.1242
H -2.1191 -1.6922 2.5073
H -3.1917 -1.4627 1.0799
H -0.7316 1.7487 1.0756
H -1.3320 0.9545 2.5435
H -3.6209 0.7882 1.5420
H -3.0096 1.3927 -0.0100
H -3.0005 2.9647 2.6403
H -4.1636 3.1400 1.3379
H -2.4854 3.5997 1.0630
O -0.7665 1.9177 -3.9240
N 0.1426 2.7994 -3.6344
O 0.3997 3.7241 -4.3068
O 0.7248 2.5197 -2.5198

The LUMO energy (alpha / beta) comes out at -7.1 / -12.0 eV. The spin multiplicity is 5. The calculation puts the HOMO-LUMO gap (alpha / beta) at 8.3 / 5.7 eV. The value obtained for the molar mass is 494.42 g mol⁻¹. As for the total charge: +2. Its HOMO energy (alpha / beta) is -15.40 / -17.69 eV. Its total energy is -40588.913 eV.

Atom charges from the Mulliken analysis, given in e for atoms 1 to 2: number 1, Pt, carries 1.3561; number 2, C, carries -1.1639



8.
Computed, not measured: a structure of composition C26H38AsAuBrNO5Si3, with ωB97M-V/def2-TZVPD.

Positions of all 76 atoms, in Å:
Au -0.7455 -1.2187 -0.2547
O -4.1802 2.1058 4.0635
C -3.7942 1.4066 3.1744
C -3.7037 -0.1302 3.1876
O -4.1970 -0.8691 3.9906
C -2.8335 -0.5128 2.0077
C -2.4365 0.7112 1.3025
O -1.5547 0.7708 0.4209
C -3.1894 1.8776 1.8446
O -3.3298 2.9560 1.3270
O -2.4792 -1.6395 1.6761
N -3.1111 -1.4411 -1.3142
C -3.9277 -0.3136 -1.5993
C -3.3794 0.7688 -2.2806
C -4.1529 1.8882 -2.5429
C -5.4717 1.9500 -2.1092
C -6.0083 0.8799 -1.4077
C -5.2422 -0.2518 -1.1552
H -3.5862 -2.1615 -0.7891
H -2.6654 -1.8423 -2.1297
H -2.3376 0.7309 -2.5845
H -3.7170 2.7262 -3.0721
H -6.0732 2.8265 -2.3123
H -7.0320 0.9181 -1.0562
H -5.6676 -1.0907 -0.6116
Br 1.1724 -7.2445 -2.5208
C 0.6381 -5.5397 -1.8888
C -0.7049 -5.2784 -1.6866
C -1.0887 -4.0289 -1.2088
C -0.1518 -3.0290 -0.9496
C 1.1938 -3.3321 -1.1604
C 1.5985 -4.5787 -1.6230
H -1.4450 -6.0402 -1.8939
H -2.1442 -3.8651 -1.0138
H 1.9469 -2.5897 -0.9623
H 2.6486 -4.8006 -1.7670
C 5.0793 0.3556 0.7483
Si 3.6168 -0.6400 0.1792
C 3.9580 -1.0496 -1.6190
C 3.4726 -2.1566 1.2611
As 1.4439 0.3059 0.2393
Si 1.4871 2.1053 -1.2931
C 1.1152 1.3460 -2.9467
C 3.1980 2.8434 -1.2839
C 0.2268 3.3985 -0.8817
Si 1.2141 1.2073 2.4221
C 0.0557 2.6624 2.4822
C 0.5890 -0.2163 3.4447
C 2.8723 1.7575 3.0746
H 5.9611 -0.2628 0.5421
H 5.0658 0.5824 1.8141
H 5.1880 1.2931 0.1965
H 4.4921 -2.0035 -1.6966
H 4.5931 -0.2739 -2.0584
H 3.0526 -1.1260 -2.2226
H 4.0376 -2.9950 0.8410
H 2.4348 -2.4774 1.3702
H 3.8725 -1.9474 2.2582
H 1.8155 0.5390 -3.1773
H 1.1758 2.0937 -3.7443
H 0.1054 0.9228 -2.9467
H 3.9290 2.1524 -1.7149
H 3.5155 3.0877 -0.2657
H 3.2134 3.7675 -1.8733
H -0.7344 2.9523 -0.6071
H 0.0727 4.0335 -1.7606
H 0.5589 4.0326 -0.0564
H -0.7058 2.6476 1.6979
H 0.6164 3.5965 2.3866
H -0.4551 2.6746 3.4513
H -0.2725 -0.6999 2.9725
H 0.2907 0.1155 4.4450
H 1.3665 -0.9789 3.5540
H 3.4377 2.3235 2.3294
H 3.4792 0.9053 3.3929
H 2.7169 2.4067 3.9443

The LUMO energy (alpha / beta) comes out at -0.3 / -2.2 eV. The spin multiplicity is 3. The calculation puts the HOMO-LUMO gap (alpha / beta) at 7.3 / 6.5 eV. The value obtained for the molar mass is 880.64 g mol⁻¹. Its HOMO energy (alpha / beta) is -7.57 / -8.71 eV. Its total energy is -197513.621 eV.

Atom charges from the Mulliken analysis, given in e for atoms 1 to 2: number 1, Au, carries 0.9522; number 2, O, carries -0.5321



no.,largest force on an atom (eV Å⁻¹)
1,5.29
2,5.13
3,0.71
4,5.55
5,2.44
6,1.45
7,1.42
8,0.58